Molecular formula: C33H38BrN4Sn
Method: DFT, wB97M-V/def2-TZVPD

Maximum force   4.0 eV Å⁻¹
Net charge   +3
Highest occupied orbital energy   -16.580 eV

```
77
Properties=species:S:1:pos:R:3:mulliken_charge:R:1
Sn -1.6847 -0.0159 -0.8780 0.921
C -2.2246 -4.2170 1.3384 -1.246
C -2.8832 -2.7724 1.0498 1.104
C -2.8624 -2.4823 -0.4424 -2.215
C -2.4110 -1.7546 2.1319 0.432
C -3.1940 -1.7889 3.2896 -1.201
C -2.8653 -0.9981 4.3523 -1.481
C -1.6707 -0.3063 4.3117 -0.696
C -0.8057 -0.2828 3.2510 0.858
C 0.4304 0.5769 3.4007 1.597
C 0.3056 2.0293 3.7374 -1.879
C 1.3752 -0.1549 4.3832 -1.447
C -1.2218 -0.9972 2.1114 0.042
N -0.5876 -0.9204 0.8402 0.884
C 0.7208 -0.9407 0.7786 -0.825
C 0.5095 -2.0042 -2.0028 -0.187
C 1.8911 -1.8461 -2.3507 0.423
C 1.8679 -0.7038 -3.2654 -1.017
C 0.6166 -0.2777 -3.3246 -0.185
N -0.2679 -1.0033 -2.3337 -0.096
C 0.0270 0.8416 -4.1721 2.071
C -0.5508 1.8793 -3.1823 -1.511
C -1.0583 0.2366 -5.0243 -1.633
C 1.2451 1.4309 -4.9766 -2.055
H -2.6484 -4.6227 2.2964 0.409
H -1.1594 -4.2053 1.5867 0.248
H -2.4210 -4.8785 0.4714 0.359
H -3.9322 -3.0000 1.3700 0.557
H -1.8086 -2.5754 -0.7760 0.620
H -3.3648 -1.5449 -0.7246 0.288
H -3.3223 -3.2302 -1.0629 0.549
H -4.1159 -2.3812 3.2976 0.463
H -3.5400 -0.9298 5.2080 0.412
H -1.3333 0.1566 5.2431 0.456
H 1.0626 0.5467 2.4987 -0.464
H 0.0034 2.0968 4.7286 0.623
H -0.4196 2.5279 3.0808 0.215
H 1.2442 2.5326 3.7342 0.398
H 0.9833 -0.4363 5.3154 0.421
H 2.4359 0.3360 4.5602 0.304
H 1.6386 -1.1449 3.9359 0.296
H 1.3291 -1.3947 1.6338 0.367
H 2.3673 -2.7933 -2.7105 0.687
H 2.8525 -0.2612 -3.6996 0.481
H -1.5715 1.6054 -2.7971 0.152
H -0.7955 2.8215 -3.6405 0.639
H 0.0623 2.0737 -2.3316 0.243
H -1.7827 -0.2322 -4.3914 0.375
H -0.6779 -0.5905 -5.6202 0.416
H -1.6358 0.8582 -5.7182 0.382
H 1.9204 1.8696 -4.2950 0.487
H 0.8361 2.2227 -5.6226 0.410
H 1.7560 0.8097 -5.6114 0.483
Br 0.3688 7.7502 -0.0089 0.137
C 0.5057 5.9552 0.0431 0.366
C -0.6199 5.1362 0.4932 -0.809
C -0.4644 3.8265 0.5735 -0.260
C 0.7275 3.1568 0.1012 0.465
C 1.8698 4.0095 -0.3342 -0.164
C 1.6837 5.3201 -0.4416 -0.661
N 0.7727 1.8459 0.1689 0.495
C 1.7672 0.9999 -0.3629 -1.054
C 1.6254 -0.3424 -0.2675 0.443
C 2.5429 -1.4335 -0.9521 -0.116
C 2.7799 -2.5853 -0.0230 -1.222
C 1.9962 -3.6700 0.1331 -0.372
C 0.7009 -3.8602 -0.5278 -0.663
N 0.0806 -3.0784 -1.3449 -0.290
H -1.4883 5.6406 0.8888 0.474
H -1.1778 3.1804 1.0067 0.532
H 2.8732 3.5744 -0.5101 0.448
H 2.4484 6.0150 -0.7846 0.461
H 2.6380 1.4458 -0.8415 0.279
H 3.4347 -0.8890 -1.2570 0.868
H 3.6700 -2.6466 0.6323 0.454
H 2.4081 -4.4000 0.8940 0.395
H 0.1924 -4.7151 -0.2612 0.862
```